# 1
Below is one molecule with the formula C8H8INO, with properties calculated with ωB97M-V with the def2-TZVPD basis set.

```
19
Properties=species:S:1:pos:R:3:mulliken_charge:R:1
C -0.64 2.21 0.19 -0.420
C 0.29 2.45 -0.85 -0.268
C -0.39 1.29 1.14 -0.811
C 1.45 1.73 -0.94 -0.278
C 0.28 -1.49 -0.18 0.820
C 0.79 0.39 1.09 0.413
C 1.72 0.71 -0.03 -0.254
C -0.31 -2.89 -0.28 -1.040
N 0.14 -0.93 0.97 -0.617
O 0.88 -1.02 -1.19 -0.591
I 3.66 -0.06 0.07 0.215
H -1.55 2.80 0.22 0.392
H 0.09 3.23 -1.57 0.395
H -1.08 1.08 1.94 0.384
H 2.16 1.94 -1.73 0.350
H 1.33 0.36 2.05 0.452
H -0.57 -3.09 -1.32 0.316
H -1.18 -2.96 0.36 0.325
H 0.44 -3.60 0.04 0.218
```

The net charge is 0. The value obtained for the energy relative to the best compared isomer or geometry (same formula, charge and spin) is 150.4 kJ/mol.

***

# 2
Below is C8H8IO3S as an isolated structure, with properties calculated with ωB97M-V with the def2-TZVPD basis set.

```
21
Properties=species:S:1:pos:R:3:mulliken_charge:R:1
C -2.05 1.41 -0.56 -0.670
C -2.17 0.09 -0.12 -0.675
C -0.81 1.84 -1.03 -0.543
C -1.25 -0.88 -0.34 -0.287
C 0.19 0.87 -1.12 -0.288
C 0.06 -0.49 -0.73 0.654
C 2.15 -0.61 1.01 -0.813
C 1.12 -1.40 -0.56 -0.530
O -0.22 -3.23 0.94 -0.706
O 0.52 -3.64 -1.41 -0.599
O 2.13 -3.56 0.47 -0.615
S 0.86 -3.20 -0.07 1.239
I 2.48 -1.56 -2.23 0.115
H -2.75 2.03 -0.15 0.421
H -3.10 -0.34 0.13 0.345
H -0.66 2.78 -1.43 0.436
H -1.33 -1.94 -0.07 0.400
H 1.24 1.25 -1.39 0.219
H 2.05 -1.25 1.81 0.397
H 3.21 -0.56 0.52 0.207
H 1.91 0.46 1.21 0.293
```

The net charge is -1. The value obtained for the total energy is -1231.2284 a.u.

***

# 3
Below is one molecule with the formula C8H8N2, with properties calculated with ωB97M-V with the def2-TZVPD basis set.

```
18
Properties=species:S:1:pos:R:3:mulliken_charge:R:1
C 0.89 0.38 -2.16 -0.791
C 2.03 -0.26 -1.79 -0.591
C 0.08 0.40 -0.99 0.389
C 0.55 -0.32 0.02 -0.159
C -1.76 0.90 0.02 0.403
C -1.43 0.29 1.33 0.371
C 1.99 -0.71 -0.38 -0.686
C -0.16 -0.52 1.28 -0.454
N -2.66 1.46 -0.62 -0.559
N -2.26 0.42 2.28 -0.654
H 0.54 0.81 -3.02 0.551
H 2.73 -0.42 -2.51 0.492
H 2.11 -1.80 -0.32 0.306
H 2.72 -0.18 0.13 0.318
H -0.27 -1.60 1.37 0.255
H 0.30 -0.33 2.37 0.279
H -3.54 1.52 -0.09 0.281
H -1.86 -0.02 3.09 0.246
```

The net charge is 0. The value obtained for the energy relative to the best compared isomer or geometry (same formula, charge and spin) is 566.5 kJ/mol.